{
  "formula": "C49H108As5F30N3PSr",
  "method": "the ωB97M-V functional and the def2-TZVPD basis",
  "lumo_ev": -1.56,
  "total_charge": 1,
  "homo_lumo_gap_ev": 10.8,
  "homo_ev": -12.3,
  "e_tot_ha": -16643.56539,
  "e_above_lowest_kj_mol": 0.0,
  "species": ["Sr", "As", "As", "As", "As", "As", "P", "F", "F", "F", "F", "F", "F", "F", "F", "F", "F", "F", "F", "F", "F", "F", "F", "F", "F", "F", "F", "F", "F", "F", "F", "F", "F", "F", "F", "F", "F", "N", "N", "N", "C", "C", "C", "C", "C", "C", "C", "C", "C", "C", "C", "C", "C", "C", "C", "C", "C", "C", "C", "C", "C", "C", "C", "C", "C", "C", "C", "C", "C", "C", "C", "C", "C", "C", "C", "C", "C", "C", "C", "C", "C", "C", "C", "C", "C", "C", "C", "C", "C", "H", "H", "H", "H", "H", "H", "H", "H", "H", "H", "H", "H", "H", "H", "H", "H", "H", "H", "H", "H", "H", "H", "H", "H", "H", "H", "H", "H", "H", "H", "H", "H", "H", "H", "H", "H", "H", "H", "H", "H", "H", "H", "H", "H", "H", "H", "H", "H", "H", "H", "H", "H", "H", "H", "H", "H", "H", "H", "H", "H", "H", "H", "H", "H", "H", "H", "H", "H", "H", "H", "H", "H", "H", "H", "H", "H", "H", "H", "H", "H", "H", "H", "H", "H", "H", "H", "H", "H", "H", "H", "H", "H", "H", "H", "H", "H", "H", "H", "H", "H", "H", "H", "H", "H", "H", "H", "H", "H"],
  "coordinates": [[0.8982, 0.6827, -0.9036], [-1.2372, -1.7738, -2.3463], [3.2575, 3.0823, 0.3601], [1.7718, 1.2379, -4.9569], [-1.9617, 2.7335, 0.7006], [2.6136, -1.8734, 1.0154], [1.3930, -6.2605, -2.1275], [4.3074, 3.9365, -0.6756], [-1.4280, 2.4732, -1.0119], [-1.1587, -3.3727, -1.5114], [0.9015, 2.8053, -5.0105], [3.1478, 4.2966, 1.5014], [1.1714, 1.4607, -3.1364], [-2.9020, -1.9058, -2.2648], [-1.1756, -0.8888, -0.6469], [-2.5506, 2.9138, 2.2587], [2.4586, -1.3270, -0.6280], [0.5638, -1.6966, -2.3757], [-3.1103, 1.4137, 0.4481], [4.5395, 2.3030, 1.1056], [-0.7211, 3.9337, 0.9584], [2.4717, -0.2715, -4.4421], [2.4854, -2.2265, 2.6849], [0.2558, 0.4145, -5.2829], [-1.2457, -2.3549, -3.8779], [2.0728, 2.1320, 1.3879], [2.3035, 1.2988, -6.5182], [3.1937, 2.1352, -4.3984], [-3.0263, 3.8941, 0.1155], [3.1050, 1.6659, -0.9164], [-0.7971, 1.4261, 1.0727], [1.3844, -0.6674, 1.3391], [1.3456, -2.9257, 0.5830], [1.7741, 3.7011, -0.3900], [3.7119, -3.2208, 0.6309], [3.9420, -0.8627, 1.3346], [-1.2612, -0.0665, -2.9041], [-4.3626, -1.2757, 1.6738], [0.7906, 3.7241, 4.3839], [0.2905, 5.6692, -3.1958], [-1.3675, 3.8692, 5.6545], [-2.7175, -1.5990, 3.5258], [-1.4313, 4.2904, 8.1326], [1.6936, -7.0950, 3.0786], [1.2749, 1.3408, 4.3662], [-1.5191, -6.0255, -5.0623], [-4.6216, -0.8117, 0.2549], [0.4522, 4.8325, 3.4425], [-2.9439, -1.1541, 2.1349], [-1.5753, 4.9882, -4.5376], [-0.1701, 5.5977, -4.6239], [3.1549, -5.6088, -2.4200], [0.1662, 3.8809, 5.7229], [1.6203, -6.2403, 0.7500], [3.1882, -4.0722, -2.6402], [-0.2609, 4.3990, -2.5523], [2.1511, -8.8006, -3.0487], [-0.3914, 6.9557, -2.6984], [4.1620, 6.2946, -3.5442], [1.7806, 5.5594, -3.0056], [-1.2549, -1.4138, 3.9257], [2.6518, 6.6313, -3.6795], [-5.8363, -1.6095, -0.2131], [1.2644, -8.0410, -2.0493], [-1.0619, -5.9271, -3.5473], [0.3963, 2.4147, 3.6832], [0.4534, -5.5882, -3.5238], [-0.8696, -7.1771, -5.7605], [-5.4417, -0.5988, 2.5058], [2.4404, 2.1048, 4.9601], [-4.7067, -2.7751, 1.6474], [0.6186, -10.8400, -3.0475], [4.6051, -2.0895, -3.3143], [0.8298, -6.8323, 1.8662], [4.7223, 4.9751, -4.0654], [-1.3922, 3.8990, -3.4894], [-6.1608, 1.4269, 3.7046], [0.1190, 7.1752, 2.7257], [2.0450, -10.3214, -2.9399], [-0.9014, -2.2834, 5.0831], [-5.7719, -2.8874, 0.5820], [-1.9859, 4.7307, 6.8050], [4.6437, -3.5685, -2.9314], [0.6589, -5.9003, -0.4528], [2.2740, 3.5214, 4.5305], [0.6980, 6.3114, 3.8276], [-5.2193, 0.8625, 2.6787], [0.1700, 7.3881, -1.3523], [-0.8425, 8.3247, -0.6755], [0.6356, -4.4999, -3.6219], [-6.7270, -3.2389, 0.9196], [5.0221, -4.1816, -3.7559], [-0.1406, -6.6435, -0.6249], [-0.5682, 6.6205, 2.0313], [2.3532, 6.7414, -4.7525], [-5.6539, -1.6305, -1.2720], [4.3472, 4.0967, -3.5365], [3.3511, 1.6422, 4.5841], [1.9934, -5.3133, 1.0793], [0.2961, 6.5638, 4.8004], [-0.5605, 4.6745, 3.2252], [-2.3417, 5.8036, -4.3307], [-0.1376, -10.4813, -2.3462], [0.5319, 4.9311, -5.1112], [-2.7162, -0.0239, 2.0616], [0.8743, -6.0824, -4.3769], [-0.5889, -1.6047, 3.0753], [-1.1105, -0.3687, 4.1551], [0.3250, 6.5866, -0.5743], [0.9185, 7.5673, 2.1184], [2.7304, 4.1927, 5.2206], [-3.6825, -0.9605, -0.3167], [4.4296, 4.8175, -5.1342], [-3.0923, 4.5914, 6.7577], [-5.4560, -3.6724, -0.1308], [-0.6471, 2.2939, 3.8381], [4.3314, 6.3157, -2.4886], [-2.2948, 3.6789, -2.9289], [-1.2051, -7.1613, -6.8076], [2.7180, 3.6229, 3.5202], [-3.3468, -1.1439, 4.3232], [3.7980, -1.9026, -4.0603], [0.3627, -7.6919, 1.3777], [2.4407, -10.5769, -1.9220], [5.4958, -1.7622, -3.8809], [2.4877, 7.5678, -3.1955], [-5.3630, 1.3865, 1.7605], [2.6706, -3.5370, -1.8570], [-0.0064, 6.4847, -5.1659], [-6.1224, 2.5387, 3.8006], [-1.7998, 7.8149, -0.4710], [-3.8374, -3.3791, 1.3924], [1.1860, -7.3962, 3.9778], [-1.1852, -8.1874, -5.4129], [-1.1916, -3.3017, 4.7916], [-2.5786, -6.0993, -5.0049], [-0.9971, 9.2734, -1.2389], [2.4555, -7.8732, 2.8253], [-4.7355, 0.2137, 0.2301], [-7.1698, 1.1110, 3.4979], [0.4709, 2.6346, 2.6524], [0.5295, 3.6493, -2.5492], [0.3107, -10.4586, -4.0245], [5.8420, 4.9871, -3.9818], [-1.4589, -2.0103, 5.9875], [0.5011, 3.0649, 6.3599], [2.2673, -6.2006, 3.2721], [0.5733, -11.9128, -3.1099], [1.7410, -8.5387, -4.0539], [-1.7627, 2.8429, 5.8482], [-0.6751, 8.6475, 0.3612], [-1.1677, -5.0686, -5.4571], [0.9403, 4.7314, 2.4459], [-0.3318, 7.7631, -3.4459], [-1.7225, 4.2547, 4.6915], [4.4491, -1.4843, -2.4428], [0.1923, -8.3236, -1.9219], [4.7005, 7.1803, -3.9464], [0.0082, -6.1563, 2.1278], [3.4741, -6.1639, -3.3377], [-6.4167, -0.7884, 2.0279], [2.5404, -3.8486, -3.5732], [2.6676, -10.8166, -3.6404], [1.5747, 0.6369, 3.5675], [-1.4498, 3.2394, 8.1947], [-1.7174, 5.7899, 6.6548], [1.7189, -8.1304, -1.0964], [3.1790, -8.4153, -2.8675], [-1.2165, -6.9654, -3.0806], [1.9014, 5.5604, -1.9271], [-1.5785, -5.1495, -2.9525], [2.4711, -6.8360, 0.5218], [-5.8550, 0.9003, 4.6349], [-0.4632, 8.0670, 3.0717], [2.5281, 2.0371, 6.0519], [-5.4255, -1.1169, 3.4248], [-5.0792, -2.9541, 2.6507], [1.1195, 7.9413, -1.5111], [-0.3983, 4.5649, 8.3347], [0.1997, -2.2676, 5.2303], [-6.7910, -1.0812, 0.0239], [-2.3478, -1.7254, 1.3800], [-0.4423, 4.5859, -1.4883], [1.7946, 6.4096, 3.8978], [3.7969, -5.8852, -1.5671], [5.3172, -3.7722, -2.0622], [-1.4556, 6.7239, -2.6168], [0.5396, 4.8250, 6.0804], [-1.9199, 4.4336, -5.4058], [-4.1598, 0.9971, 2.9805], [-1.1811, 2.9638, -3.9213], [2.0610, 4.5555, -3.3580], [0.1686, -4.9172, -0.3770], [-2.0375, 4.6893, 8.9322], [-2.9846, -2.6597, 3.6231], [0.7177, 0.8157, 5.0799], [0.2397, -7.1401, -5.8855]],
  "atomic_forces_ev_per_a": [[-0.504, -0.270, -0.001], [2.667, 2.253, 3.183], [-2.029, -2.776, -2.049], [-1.447, 1.160, 4.164], [1.142, -1.962, -3.147], [0.823, -1.355, 0.173], [0.614, 2.221, 0.386], [-0.405, 0.106, -0.117], [0.192, 0.007, 1.268], [0.228, 1.455, -0.718], [0.627, -0.781, -0.872], [0.242, 1.501, 1.105], [0.363, -0.619, -0.680], [-1.648, 0.305, 0.426], [0.080, -1.302, -1.428], [-0.022, -0.027, 1.736], [0.952, 0.533, -0.759], [-1.549, 0.045, 0.404], [0.352, 0.963, 0.077], [0.492, -0.426, 0.405], [-0.360, -0.502, -0.128], [-0.311, 0.927, -0.610], [0.149, -0.690, 0.432], [1.172, 0.607, -0.047], [0.197, -1.246, -2.175], [0.989, 0.178, -1.005], [0.306, -0.279, -1.535], [-0.818, -0.738, -0.427], [-0.785, 0.817, -0.298], [0.366, 1.648, 1.564], [-0.184, 0.765, 0.411], [-0.330, 1.107, 0.010], [-1.084, -1.098, 0.257], [0.694, -0.133, -0.183], [-0.590, 1.066, 0.242], [-0.006, 0.459, -0.252], [-0.090, -1.511, 0.488], [-0.989, -0.936, -0.654], [1.096, -0.358, -0.918], [-0.567, 0.567, -0.776], [-0.615, 0.239, 0.963], [-0.141, -1.065, 1.391], [-0.143, 0.744, 0.421], [1.069, -0.935, -0.824], [-0.132, 0.595, -2.493], [1.591, 0.833, 2.675], [1.317, -1.724, 0.017], [0.734, 1.231, -0.656], [0.043, 2.960, -1.108], [-0.483, 0.619, -0.157], [0.470, -2.226, -0.427], [-0.921, -0.551, 0.073], [-0.926, -0.233, -0.447], [-1.678, 1.087, -1.090], [-0.455, -0.339, -2.046], [-0.263, -0.455, -0.160], [-1.048, 0.355, -0.818], [0.529, -0.859, 1.145], [-0.322, 0.798, -0.146], [0.563, 0.446, -0.381], [-0.283, 0.396, -0.847], [-0.274, -1.372, -1.069], [0.067, 1.772, 0.781], [0.129, -0.244, -0.542], [0.386, -1.097, 0.112], [0.018, 0.442, 1.862], [-0.778, 0.236, 0.690], [0.105, -1.112, -1.662], [0.217, -0.298, -0.838], [0.805, -1.145, 0.729], [-0.622, 1.208, 0.157], [-0.059, 0.765, -1.296], [0.007, -0.375, -1.535], [-0.878, -0.364, -0.008], [0.137, 0.019, -1.110], [-0.885, 1.566, 2.026], [0.591, -0.152, 1.223], [-1.139, 0.709, -0.696], [-0.172, 0.380, 3.152], [0.712, -0.665, 0.131], [0.405, -1.989, -1.802], [0.340, -0.093, -1.098], [-0.644, -0.419, 0.495], [0.598, -0.357, -1.112], [0.496, -0.127, -1.464], [0.642, -1.362, 0.473], [1.119, 0.524, 0.133], [-0.078, 0.734, 1.466], [-0.901, 0.846, 0.374], [-0.164, -0.602, 0.160], [-0.498, 0.129, 0.471], [0.035, 0.094, -0.024], [-0.106, 0.182, 0.918], [0.577, 0.289, 0.684], [0.281, -0.124, 0.693], [-0.654, -0.716, -0.579], [0.065, 0.191, 0.137], [0.246, 0.433, -0.047], [0.763, 1.339, 0.227], [-0.237, 0.043, 0.218], [-1.525, 0.043, -0.272], [0.814, -1.201, 0.032], [0.453, -0.019, 0.285], [-0.163, -0.630, -0.036], [0.050, -1.984, -0.204], [0.666, -0.137, -0.530], [-0.122, -0.156, 0.043], [0.116, 0.524, 0.136], [0.094, 0.256, -1.303], [0.250, 0.142, -0.368], [0.051, 0.876, 0.370], [-0.696, -0.469, 0.214], [0.438, 0.128, 0.687], [0.819, 0.334, 0.127], [-0.067, 0.115, 0.430], [-0.977, -0.265, 0.374], [0.380, 0.094, 0.915], [-0.235, 0.410, 0.196], [0.007, -0.036, 0.110], [-0.400, 0.313, 0.623], [0.160, 0.271, -0.762], [0.353, -0.223, 0.837], [-0.170, -0.540, 0.821], [-0.085, -0.043, -0.707], [-0.043, -0.184, 0.689], [-0.113, 0.858, 0.242], [0.122, 0.302, -0.802], [0.202, 0.140, 0.520], [-0.325, 1.555, -0.125], [0.087, -1.016, 0.011], [0.049, 0.058, -0.891], [0.140, 0.331, 0.261], [-0.369, -0.118, 0.230], [0.333, 0.720, 0.202], [0.240, 0.001, 0.403], [-0.908, 0.040, -0.577], [-0.164, -0.761, 0.192], [-0.549, 0.406, 0.304], [-0.498, 1.920, 0.182], [-0.548, 0.096, -0.111], [0.844, -0.370, -0.916], [0.062, 0.289, -0.211], [-0.526, -0.218, -0.167], [-1.056, -0.058, -0.147], [0.307, -0.075, -0.057], [0.267, 0.135, -0.040], [0.122, 0.380, 0.307], [0.031, -0.437, 0.162], [0.841, 0.082, 0.307], [0.378, 0.572, -0.588], [1.069, -0.093, -0.302], [-0.534, -0.058, -0.511], [0.092, -0.657, 1.006], [0.461, -0.478, 0.208], [-0.043, -0.342, 0.250], [-0.084, 0.501, 0.287], [0.854, 0.096, -0.480], [-0.149, -0.672, 0.055], [0.042, 0.024, -0.053], [0.011, 0.482, 0.692], [0.500, -0.126, 0.119], [1.220, -0.234, 1.260], [0.592, -0.324, -0.796], [0.038, 0.208, 0.543], [-0.219, -1.526, 0.251], [-0.423, -0.234, -0.142], [0.317, -0.713, 1.402], [-0.546, -0.483, -0.622], [-0.009, 1.423, -0.427], [0.286, 0.010, 0.100], [-0.050, -0.630, -0.472], [0.650, -0.773, -0.544], [-0.512, 0.845, 0.007], [0.530, -0.831, 0.013], [-0.330, -0.169, -0.166], [-0.129, -0.401, 1.295], [0.173, -0.622, -0.015], [-0.410, -0.515, 0.257], [0.084, 0.335, -0.224], [-0.741, -0.048, 0.302], [0.780, -0.155, -0.539], [-0.293, 0.669, 0.690], [-0.508, 0.231, -0.455], [-0.369, 0.341, 0.018], [-0.238, -0.095, -0.299], [-0.591, 0.252, -0.507], [0.180, -0.179, 0.113], [0.102, 0.312, 0.442], [0.289, 0.604, -0.603], [-0.655, 0.305, -0.086], [0.895, -0.941, -0.696], [-0.181, 0.374, -0.068], [0.523, -0.272, -0.071], [-0.065, 0.083, 0.384], [0.263, -0.070, -0.104], [-0.825, -0.808, 1.099], [-0.771, 0.020, 0.526]],
  "mulliken_charge": [0.79, 2.05, 2.24, 1.66, 2.16, 2.10, 0.48, -0.40, -0.83, -0.63, -0.44, -0.47, -0.20, -0.38, 0.02, -0.26, -0.40, -0.35, -0.26, -0.47, -0.76, -0.34, -0.53, -0.48, -0.36, -0.61, -0.40, -0.50, -0.54, -0.90, -0.20, -0.36, -0.32, -0.24, -0.49, -0.45, -0.50, 1.15, 0.94, 1.36, -0.06, -0.60, -1.29, -1.37, 0.60, -0.60, -0.53, -0.29, 0.73, -1.06, -1.04, -1.12, -1.35, -0.66, 0.13, 0.60, -0.38, -1.11, -0.72, -0.08, 1.23, -0.54, -0.90, -0.84, -0.20, 0.37, -0.87, -1.07, -1.43, -1.34, -0.81, -1.05, -0.82, -0.53, -0.90, -0.35, -1.64, -1.03, -0.76, -1.69, -0.90, -0.57, -0.62, -1.02, -0.08, -0.85, 0.92, 0.82, -1.54, 0.17, 0.38, 0.42, 0.66, 0.10, 0.36, 0.50, 0.03, 0.59, 0.36, 0.27, 0.33, 0.24, 0.27, 0.46, -1.47, 0.51, -0.25, -0.53, -0.42, 0.41, 0.58, -0.13, 0.32, 0.38, 0.37, 0.22, 0.39, 0.43, 0.43, -0.10, 0.21, 0.16, 0.35, 0.31, 0.49, 0.22, 0.34, -0.13, 0.59, 0.37, 0.35, 0.41, 0.40, 0.23, 0.43, 0.47, 0.36, 0.30, 0.54, 0.39, -0.84, -0.64, 0.23, 0.38, 0.37, 0.70, 0.33, 0.40, 0.15, 0.47, 0.36, 0.29, -0.08, 0.48, -0.14, 0.01, 0.45, 0.42, 0.25, 0.69, 0.65, 0.15, 0.42, -0.63, 0.35, 0.32, 0.71, 0.35, 0.34, 0.07, -0.08, 0.64, 0.38, 0.43, 0.32, 0.62, 0.49, 0.17, 0.30, 0.40, 0.35, -0.08, -0.09, 0.35, 0.45, 0.34, 0.46, 0.65, 0.57, -0.34, 0.13, -0.15, 0.31, 0.42, 0.46, 0.51, 0.29]
}